No. 1
Below is a molecular structure, C36H34CoN4O10S3 in a non-equilibrium geometry, with properties calculated with ωB97M-V with the def2-TZVPD basis set.

Cartesian coordinates (Å):
Co: 1.70814 -0.20912 1.04193
O: 1.87234 2.46088 3.81803
S: 2.19394 1.07208 4.03553
O: 1.61594 0.52438 5.24613
O: 1.85514 0.18988 2.88013
C: 3.96814 0.94208 4.28593
C: 4.34044 0.95118 5.61833
C: 5.67534 0.94748 5.97773
C: 6.64774 0.93188 4.98983
C: 6.27034 0.90958 3.65713
C: 4.92904 0.91078 3.30233
S: 4.53904 1.05058 1.54223
O: 5.83484 1.10268 0.89073
O: 3.75104 2.25228 1.41253
O: 3.80524 -0.18702 1.16333
H: 3.54834 0.96398 6.34603
H: 5.95464 0.96898 7.01943
H: 7.69514 0.95168 5.25453
H: 6.99244 0.90368 2.85453
C: -3.66166 -2.72832 -4.00247
C: -2.39986 -2.05572 -3.55397
C: -1.87886 -2.29872 -2.28737
C: -0.64646 -1.78842 -1.91847
C: 0.06374 -1.01822 -2.82057
C: -0.46616 -0.71392 -4.05847
C: -1.69696 -1.23182 -4.42377
S: 1.77274 -0.59092 -2.45927
O: 2.25354 0.23438 -3.54767
O: 2.43044 -1.85582 -2.27477
N: 1.68624 0.18948 -1.04397
C: 1.61814 1.52038 -0.87967
C: 1.79604 2.53768 -1.83267
C: 1.68874 3.84528 -1.41157
C: 1.41024 4.12898 -0.07807
C: 1.27004 3.07308 0.80713
N: 1.34194 1.82088 0.40213
H: -4.32336 -2.92702 -3.16407
H: -3.40716 -3.68072 -4.46967
H: -4.18796 -2.12242 -4.73457
H: -2.44176 -2.90552 -1.59207
H: -0.22546 -1.98072 -0.94477
H: 0.11174 -0.09192 -4.72427
H: -2.11326 -1.00992 -5.39617
H: 2.04194 2.26568 -2.84527
H: 1.82824 4.65048 -2.11987
H: 1.34204 5.14448 0.27943
H: 1.10824 3.22258 1.86473
C: -2.43556 2.72578 -4.27577
C: -3.12986 1.80698 -3.31527
C: -4.20536 1.04268 -3.75357
C: -4.83896 0.16418 -2.89377
C: -4.36406 -0.00572 -1.60867
C: -3.28546 0.75178 -1.15007
N: -2.72376 0.55408 0.09563
C: -3.29596 -0.00052 1.21183
C: -4.64076 0.22228 1.53253
C: -5.16626 -0.23392 2.72323
C: -4.37036 -0.92782 3.62253
C: -3.04706 -1.17682 3.30463
C: -2.49556 -0.73262 2.11183
C: -1.05076 -1.07972 1.82823
O: -0.56246 -2.09012 2.31793
O: -0.43056 -0.27842 1.03893
C: -2.70456 1.71538 -1.99347
C: -1.64426 2.61858 -1.43997
H: -2.79546 2.56408 -5.28907
H: -1.36186 2.55348 -4.25027
H: -2.61446 3.76818 -4.01687
H: -4.54256 1.13978 -4.77727
H: -5.69546 -0.40362 -3.23287
H: -4.80616 -0.74122 -0.95347
H: -1.70016 0.54568 0.15643
H: -5.25746 0.79108 0.85083
H: -6.20366 -0.03642 2.95783
H: -4.78356 -1.27142 4.55963
H: -2.40516 -1.72082 3.97923
H: -1.79046 2.75288 -0.36997
H: -1.66416 3.59688 -1.91697
H: -0.65596 2.18738 -1.59127
C: 3.07324 -5.35832 0.49313
C: 1.77794 -4.70912 0.98713
C: 1.79244 -3.28982 0.78433
N: 1.79874 -2.16422 0.56973
H: 2.98124 -6.44202 0.53753
H: 3.91494 -5.05022 1.10663
H: 3.27424 -5.05842 -0.53157
H: 1.62054 -4.89722 2.05213
H: 0.92204 -5.10362 0.43233

The net charge is -1. As for the spin multiplicity: 1. Its highest occupied orbital energy (spin up / spin down) is -5.21 / -5.21 eV. For the energy relative to the best compared isomer or geometry (same formula, charge and spin), the calculation gives 26.8 kcal per mole. The value obtained for the LUMO energy (spin up / spin down) is 0.8 / 0.6 eV. The value obtained for the HOMO-LUMO gap (spin up / spin down) is 5.98 / 5.78 eV.

Here are the Löwdin charges for atoms 1 to 5, given in e: atom 1 (Co): 0.75, atom 2 (O): -0.30, atom 3 (S): 0.53, atom 4 (O): -0.31, atom 5 (O): -0.37


No. 2
Below is a molecular structure, C5H10N2O2 in a non-equilibrium geometry, with properties calculated with ωB97M-V with the def2-TZVPD basis set.

Cartesian coordinates (Å):
C: -0.64392 1.18450 0.03716
C: 0.09596 -0.95508 0.74018
C: 0.57209 0.31401 0.01941
C: 0.87008 -0.12414 -1.38093
C: 1.68705 0.92666 0.83529
N: -1.27149 -1.30082 0.34618
N: -1.91982 -0.10441 0.49109
O: -0.81517 2.38154 0.01004
O: -3.01675 -0.04847 -0.47246
H: 0.97619 -1.76594 0.69083
H: 0.04673 -0.70633 1.81206
H: 1.44093 -1.13073 -1.49480
H: 1.29096 0.61477 -2.06532
H: 0.01496 -0.48842 -1.98162
H: 2.10024 1.70438 0.22801
H: 2.35025 0.12228 1.19952
H: 1.25379 1.53617 1.70612
H: -1.29535 -1.62654 -0.60387
H: -3.73672 -0.53341 -0.11688

As for the spin multiplicity: 1. Its highest occupied orbital energy is -8.00 eV. For the energy relative to the best compared isomer or geometry (same formula, charge and spin), the calculation gives 126.6 kcal per mole. The value obtained for the LUMO energy is 0.7 eV. The value obtained for the HOMO-LUMO gap is 8.73 eV.

Here are the Löwdin charges for atoms 1 to 5, given in e: atom 1 (C): -0.16, atom 2 (C): -0.19, atom 3 (C): -0.55, atom 4 (C): -0.05, atom 5 (C): -0.03


No. 3
Below is 2 unconnected molecules or ions with the total composition C4H10BrPS in a non-equilibrium geometry, with properties calculated with ωB97M-V with the def2-TZVPD basis set.

Cartesian coordinates (Å):
C: 0.80399 -2.68004 0.24958
C: 1.14720 -1.23123 -0.10624
P: -0.02446 -0.03744 0.68117
S: 0.09595 -0.73239 2.61569
Br: -1.93007 -0.82178 -0.03806
H: -0.06592 -3.04629 -0.24225
H: 1.71878 -3.34208 0.01601
H: 0.55083 -2.66723 1.35266
H: 1.13638 -1.13143 -1.26469
H: 2.25800 -1.12664 0.02672
H: -0.58488 0.35882 3.11830
C: -1.70865 2.44862 -1.32820
C: -0.98667 2.79386 -0.30597
H: -1.25188 2.57612 -2.33743
H: -2.67678 1.84473 -1.22159
H: -1.34742 2.47523 0.77164
H: -0.13668 3.31064 -0.29974

As for the spin multiplicity: 1. Its highest occupied orbital energy is -8.69 eV. For the energy relative to the best compared isomer or geometry (same formula, charge and spin), the calculation gives 37.1 kcal per mole. The value obtained for the LUMO energy is 0.6 eV. The value obtained for the HOMO-LUMO gap is 9.28 eV.

Here are the Löwdin charges for atoms 1 to 5, given in e: atom 1 (C): -0.25, atom 2 (C): -0.58, atom 3 (P): 0.17, atom 4 (S): 0.36, atom 5 (Br): 0.30


- Among the records above, which one has the lowest energy relative to the best compared isomer or geometry (same formula, charge and spin)?
  C36H34CoN4O10S3


- Number 3 is which compound?
  C4H10BrPS